(1)
Molecular formula: C8H11NO2
Method: DFT, ωB97M-V/def2-TZVPD

As for the HOMO-LUMO gap (alpha / beta): 7.26 / 7.44 eV. The HOMO energy (alpha / beta) is -0.23782 / -0.24610 Ha. As for the LUMO energy (alpha / beta): 0.787 / 0.747 eV. As for the total charge: 0.

Each line ends with the Mulliken charge.
Positions of all 22 atoms, in Å:
C1 -2.977 0.929 -0.269  -0.55
C2 -1.762 0.555 -0.918  -0.65
C3 -3.086 0.265 0.900  -0.45
C4 -1.179 -0.386 -0.087  -0.02
C5 0.835 -2.068 -0.857  -0.29
C6 0.089 -1.066 -0.196  0.63
C7 2.739 0.717 0.937  -1.14
C8 1.669 0.907 -0.075  0.12
N1 -1.966 -0.523 1.053  -0.05
O1 0.502 -2.128 0.527  -0.50
O2 2.106 0.853 -1.363  -0.48
H1 -3.629 1.726 -0.535  0.42
H2 -1.553 0.738 -1.944  0.45
H3 -3.871 0.270 1.666  0.39
H4 0.255 -2.964 -1.435  0.21
H5 1.889 -1.938 -1.232  0.21
H6 3.566 0.008 0.636  0.28
H7 2.405 0.515 1.904  0.36
H8 3.326 1.669 1.161  0.33
H9 0.761 1.603 0.304  0.24
H10 -1.876 -1.159 1.791  0.19
H11 1.755 1.477 -1.970  0.32

=====

(2)
Molecular formula: C18H45N3O10SSn3
Method: DFT, ωB97M-V/def2-TZVPD

As for the HOMO-LUMO gap: 2.84 eV. The HOMO energy is -0.60311 Ha. As for the LUMO energy: -13.576 eV. As for the total charge: +4.

Each line ends with the Mulliken charge.
Positions of all 80 atoms, in Å:
Sn1 -7.661 40.740 -28.091  1.34
Sn2 -7.298 37.447 -33.872  1.49
Sn3 -4.711 42.442 -32.348  1.51
S1 -6.790 39.786 -31.240  1.48
O1 -6.764 40.365 -32.592  -0.93
O2 -6.200 38.425 -31.370  -0.67
O3 -5.961 40.577 -30.380  -0.83
O4 -8.163 39.714 -30.746  -0.50
C1 -1.182 36.806 -28.580  -0.68
O5 -1.600 37.632 -29.687  -0.38
C2 -2.911 37.700 -30.172  -0.47
C3 -2.957 38.847 -31.139  -0.92
N1 -3.146 40.249 -30.622  0.24
C4 -2.024 40.560 -29.681  -0.42
C5 -2.117 41.947 -29.141  -0.93
O6 -1.813 42.883 -30.174  -0.25
C6 -1.202 44.089 -29.728  -0.79
H1 -2.025 37.007 -27.918  0.32
H2 -0.258 37.188 -28.148  0.24
H3 -1.104 35.753 -28.853  0.28
H4 -3.588 37.669 -29.318  0.30
H5 -3.101 36.711 -30.589  0.55
H6 -3.724 38.580 -31.866  0.19
H7 -2.058 38.748 -31.748  0.57
H8 -4.050 40.152 -30.182  0.00
H9 -1.035 40.513 -30.137  0.37
H10 -1.904 39.885 -28.833  0.29
H11 -1.388 42.043 -28.337  0.49
H12 -2.985 42.272 -28.568  0.38
H13 -0.858 44.618 -30.617  0.27
H14 -0.407 43.936 -28.998  0.32
H15 -1.938 44.771 -29.301  0.34
C7 -10.989 40.816 -30.446  -0.81
O7 -10.423 41.568 -29.318  -0.13
C8 -10.764 42.932 -29.360  -0.62
C9 -10.470 43.557 -27.865  -0.85
N2 -9.046 43.540 -27.504  0.04
C10 -8.871 44.070 -26.134  -0.94
C11 -9.079 43.070 -24.948  -0.43
O8 -8.033 42.121 -24.974  -0.22
C12 -7.564 41.779 -23.695  -0.78
H16 -10.946 39.734 -30.323  0.25
H17 -10.398 41.106 -31.315  0.30
H18 -12.048 41.048 -30.558  0.36
H19 -11.853 42.976 -29.347  0.42
H20 -10.065 43.378 -30.068  0.35
H21 -11.040 43.005 -27.118  0.40
H22 -10.868 44.556 -28.048  0.42
H23 -8.481 44.185 -28.038  0.28
H24 -9.509 44.948 -26.030  0.42
H25 -7.828 44.292 -25.909  0.36
H26 -10.041 42.589 -25.125  0.27
H27 -8.995 43.670 -24.042  0.47
H28 -7.077 42.693 -23.354  0.35
H29 -6.809 40.996 -23.751  0.22
H30 -8.387 41.379 -23.104  0.34
C13 -7.695 35.164 -31.065  -0.46
O9 -7.032 34.934 -32.336  -0.21
C14 -6.976 33.584 -32.869  -0.82
C15 -8.255 33.458 -33.802  -0.39
N3 -8.212 34.348 -35.003  0.03
C16 -8.797 33.745 -36.195  -0.84
C17 -8.031 32.546 -36.814  -0.51
O10 -8.575 32.115 -38.072  -0.37
C18 -7.609 31.238 -38.726  -0.71
H31 -7.738 36.251 -31.000  0.05
H32 -7.271 34.891 -30.098  0.29
H33 -8.642 34.623 -31.070  0.35
H34 -7.055 32.926 -32.005  0.38
H35 -6.109 33.466 -33.520  0.35
H36 -9.183 33.516 -33.233  0.35
H37 -8.085 32.419 -34.084  0.32
H38 -8.794 35.172 -34.960  0.26
H39 -8.889 34.544 -36.931  0.36
H40 -9.842 33.436 -36.200  0.35
H41 -7.906 31.696 -36.143  0.34
H42 -7.029 32.972 -36.872  0.33
H43 -7.915 30.742 -39.647  0.30
H44 -7.267 30.492 -38.008  0.29
H45 -6.736 31.798 -39.060  0.30

=====

(3)
Molecular formula: C6H28O10
Method: DFT, ωB97M-V/def2-TZVPD

As for the HOMO-LUMO gap: 8.07 eV. The HOMO energy is -0.29285 Ha. The SMILES is C=C(O)/C=C/CC.O.O.O.O.O.O.O.O.O. As for the LUMO energy: 0.099 eV. As for the total charge: 0.

Each line ends with the Mulliken charge.
Positions of all 44 atoms, in Å:
C1 -0.876 -2.207 0.821  -1.91
C2 -1.588 -1.256 0.176  0.68
O1 -2.955 -1.301 0.143  -0.58
C3 -1.149 0.029 -0.408  0.09
C4 -1.959 1.100 -0.371  -0.97
C5 -1.738 2.423 -1.127  -0.66
C6 -0.368 2.640 -1.689  -0.74
H1 -1.400 -3.049 1.275  0.29
H2 0.144 -2.413 0.985  0.67
H3 -3.320 -2.103 0.538  0.34
H4 -0.259 -0.101 -0.991  1.04
H5 -2.875 0.959 0.181  0.57
H6 -2.473 2.354 -1.974  0.30
H7 -2.035 3.209 -0.425  0.32
H8 0.040 3.639 -1.610  0.44
H9 0.433 2.001 -1.346  -0.02
H10 -0.447 2.478 -2.797  0.19
O2 1.510 -0.106 -2.876  -0.58
H11 1.538 0.817 -3.135  0.25
H12 1.571 -0.716 -3.624  0.32
O3 -1.691 0.988 3.267  -0.67
H13 -0.879 1.481 3.086  0.38
H14 -2.164 0.919 2.434  0.32
O4 2.351 -0.471 3.607  -0.64
H15 2.427 -1.361 3.241  0.32
H16 2.434 0.079 2.814  0.35
O5 2.581 0.539 0.948  -0.61
H17 1.831 0.548 0.320  0.33
H18 3.326 0.308 0.373  0.27
O6 3.265 -1.520 -1.344  -0.64
H19 2.623 -1.074 -1.907  0.37
H20 2.832 -2.372 -1.174  0.32
O7 0.398 -2.927 -1.669  -0.55
H21 -0.160 -2.693 -2.404  0.26
H22 0.172 -3.493 -0.937  0.31
O8 -1.052 -0.350 -3.924  -0.70
H23 -1.050 0.604 -3.761  0.36
H24 -0.959 -0.515 -2.941  0.22
O9 -0.600 -1.524 3.131  -0.56
H25 0.185 -1.002 3.350  0.30
H26 -1.287 -1.173 3.711  0.29
O10 0.794 2.130 2.627  -0.60
H27 1.543 1.526 2.686  0.25
H28 1.287 2.959 2.718  0.26

=====

(4)
Molecular formula: C31H43LuN3O7PSTe
Method: DFT, ωB97M-V/def2-TZVPD

As for the HOMO-LUMO gap: 6.70 eV. The HOMO energy is -0.24536 Ha. As for the LUMO energy: 0.019 eV. As for the total charge: 0.

Each line ends with the Mulliken charge.
Positions of all 88 atoms, in Å:
Lu1 0.730 0.532 -0.329  2.12
C1 5.341 -1.446 -0.239  -0.50
O1 5.425 -0.296 0.665  -0.48
C2 5.308 0.895 0.028  0.04
C3 6.445 1.569 -0.383  -0.38
C4 6.332 2.865 -0.902  -0.73
C5 5.104 3.483 -0.949  -0.79
C6 3.926 2.753 -0.663  0.40
C7 2.644 3.406 -0.621  -0.60
N1 1.480 2.790 -0.579  0.25
N2 0.393 3.622 -0.625  -0.71
C8 -0.763 3.027 -0.901  0.20
O2 -0.919 1.752 -1.109  -0.71
C9 -1.908 3.933 -1.059  0.39
C10 -3.081 3.313 -1.486  -0.13
C11 -4.194 4.097 -1.828  -0.55
C12 -4.136 5.481 -1.656  -0.37
C13 -2.954 6.107 -1.327  -0.67
C14 -1.837 5.335 -0.929  -0.21
C15 3.968 1.355 -0.283  0.59
O3 2.934 0.586 -0.256  -0.54
H1 5.272 -2.362 0.395  0.21
H2 6.287 -1.454 -0.845  0.33
H3 4.480 -1.371 -0.909  0.06
H4 7.441 1.119 -0.293  0.42
H5 7.191 3.445 -1.192  0.38
H6 4.984 4.530 -1.226  0.40
H7 2.600 4.495 -0.591  0.39
H8 -3.118 2.246 -1.552  0.10
H9 -5.144 3.633 -2.164  0.33
H10 -5.054 6.045 -1.773  0.38
H11 -2.875 7.204 -1.317  0.35
H12 -0.925 5.797 -0.546  0.40
C16 1.764 -4.779 0.479  -1.58
C17 1.668 -3.412 -0.240  0.99
C18 1.948 -3.538 -1.717  -1.20
S1 1.254 -2.246 -2.768  0.11
O4 0.765 -1.056 -1.823  -0.71
C19 -0.204 -3.152 -3.355  -0.95
C20 -1.203 -3.774 -2.357  0.81
C21 -2.336 -4.549 -3.086  -1.47
H13 1.720 -4.615 1.560  0.40
H14 2.711 -5.274 0.267  0.38
H15 0.963 -5.479 0.202  0.32
H16 2.416 -2.708 0.171  0.10
H17 0.684 -2.958 -0.036  -0.35
H18 1.629 -4.476 -2.122  0.70
H19 3.033 -3.483 -1.933  0.56
H20 0.225 -3.899 -3.994  0.58
H21 -0.721 -2.435 -4.015  0.41
H22 -1.600 -2.958 -1.770  -0.22
H23 -0.722 -4.456 -1.660  -0.03
H24 -3.002 -3.855 -3.591  0.29
H25 -2.955 -5.096 -2.379  0.40
H26 -1.938 -5.201 -3.863  0.42
C22 1.546 1.617 6.081  -1.49
C23 1.135 1.371 4.659  1.24
C24 1.018 0.083 4.148  -0.77
C25 0.851 -0.145 2.802  -0.49
N3 0.840 0.880 1.930  0.48
C26 0.908 2.129 2.417  -0.32
C27 1.051 2.434 3.743  -0.99
H27 1.379 0.694 6.619  0.36
H28 0.982 2.431 6.517  0.39
H29 2.592 1.919 6.092  0.30
H30 1.113 -0.768 4.850  0.26
H31 0.794 -1.165 2.429  0.44
H32 0.873 2.887 1.637  0.38
H33 1.131 3.468 4.067  0.44
C28 -5.000 -2.197 2.710  -1.14
C29 -3.501 -2.226 2.486  -0.30
O5 -3.041 -1.870 1.086  -0.20
P1 -2.372 -0.472 0.672  -0.51
O6 -0.862 -0.713 0.589  0.25
Te1 -3.107 1.356 2.037  -0.42
O7 -2.892 -0.424 -0.841  0.12
C30 -4.238 -0.843 -1.295  -0.31
C31 -4.311 -0.565 -2.765  -1.08
H34 -5.132 -2.539 3.728  0.42
H35 -5.542 -2.887 2.033  0.26
H36 -5.366 -1.169 2.548  0.24
H37 -3.154 -3.252 2.600  0.29
H38 -2.970 -1.541 3.183  0.33
H39 -4.966 -0.292 -0.692  0.40
H40 -4.340 -1.913 -1.070  0.32
H41 -3.807 0.397 -2.974  0.21
H42 -5.307 -0.480 -3.139  0.44
H43 -3.785 -1.291 -3.409  0.12

=====

(5)
Molecular formula: C12H27F2N3O12
Method: DFT, ωB97M-V/def2-TZVPD

As for the HOMO-LUMO gap: 7.77 eV. The HOMO energy is -0.28983 Ha. As for the LUMO energy: -0.122 eV. As for the total charge: 0.

Each line ends with the Mulliken charge.
Positions of all 56 atoms, in Å:
N1 0.146 -0.047 -0.056  0.65
H1 0.308 -0.966 -0.443  0.02
H2 0.937 0.529 -0.308  -0.21
H3 0.116 -0.148 0.949  0.50
H4 -0.754 0.375 -0.232  0.13
N2 -1.961 -0.747 3.168  -0.08
H5 -2.540 -1.500 3.510  0.41
H6 -2.072 0.027 3.808  0.37
H7 -2.305 -0.409 2.281  0.19
H8 -1.032 -1.117 3.026  0.12
N3 -2.502 -2.830 -1.620  -0.18
H9 -1.494 -2.835 -1.680  0.25
H10 -2.548 -1.859 -1.346  0.27
H11 -2.962 -3.361 -0.894  0.39
H12 -3.012 -3.002 -2.474  0.39
C1 2.326 -1.162 4.239  -1.10
C2 1.055 -1.601 3.466  0.69
O1 0.838 -1.205 2.329  -0.77
O2 0.338 -2.368 4.081  -0.73
H13 2.824 -0.289 3.815  0.29
H14 3.026 -1.984 4.091  0.28
H15 2.168 -0.966 5.299  0.31
C3 1.939 -3.963 -2.030  -1.19
C4 0.809 -3.073 -1.424  0.91
O3 0.185 -2.251 -2.075  -0.88
O4 0.591 -3.180 -0.187  -0.66
H16 1.650 -4.810 -2.652  0.30
H17 2.404 -4.482 -1.193  0.37
H18 2.676 -3.270 -2.436  0.19
C5 -4.353 1.415 -0.573  -1.10
C6 -3.083 0.630 -0.157  0.92
O5 -2.612 -0.232 -0.919  -0.96
O6 -2.526 0.745 0.964  -0.93
H19 -4.673 1.187 -1.590  0.32
H20 -4.215 2.485 -0.415  0.27
H21 -5.130 1.006 0.072  0.32
C7 2.092 -0.168 -3.865  -0.34
C8 1.824 1.291 -3.423  0.18
O7 2.946 1.573 -2.650  -0.31
C9 3.553 0.465 -2.270  0.65
O8 4.413 0.522 -1.389  -0.57
O9 3.072 -0.637 -2.864  -0.31
F1 0.687 1.396 -2.658  -0.18
H22 2.477 -0.132 -4.884  0.36
H23 1.174 -0.745 -3.975  0.20
H24 1.804 1.948 -4.292  0.29
C10 0.015 4.467 2.050  -0.46
C11 -0.680 4.222 0.641  0.46
O10 0.129 3.174 0.104  -0.26
C12 1.166 2.942 0.848  0.68
O11 2.070 2.212 0.509  -0.53
O12 1.186 3.740 1.945  -0.39
F2 -0.525 5.298 -0.061  -0.29
H25 -0.574 4.233 2.936  0.28
H26 0.344 5.496 2.198  0.27
H27 -1.736 3.957 0.706  0.18

=====

(6)
Molecular formula: C34H68O31
Method: DFT, ωB97M-V/def2-TZVPD

As for the HOMO-LUMO gap: 10.13 eV. The HOMO energy is -0.35567 Ha. The SMILES is COC(=O)OC.COC(=O)OC.COC(=O)OC.COC(=O)OC.COC(=O)OC.COC(=O)OC.COC(=O)OC.COC(=O)OC.COC(=O)OC.COC(=O)OC.C1CCOC1. As for the LUMO energy: 0.453 eV. As for the total charge: 0.

Each line ends with the Mulliken charge.
Positions of all 133 atoms, in Å:
C1 -12.016 -8.803 -14.309  -0.64
O1 -12.139 -7.789 -15.280  -0.35
C2 -11.740 -6.518 -15.011  0.78
O2 -11.542 -6.062 -13.902  -0.58
O3 -11.856 -5.825 -16.109  -0.34
C3 -11.692 -4.381 -16.082  -0.26
H1 -12.887 -8.853 -13.656  0.30
H2 -11.203 -8.715 -13.589  0.26
H3 -11.983 -9.794 -14.762  0.28
H4 -12.324 -3.828 -15.387  0.51
H5 -11.984 -3.899 -17.015  -0.13
H6 -10.634 -4.194 -15.898  0.10
C4 -8.569 -1.840 -16.895  -0.38
O4 -9.918 -1.469 -17.066  0.16
C5 -10.134 -0.301 -17.700  -0.16
O5 -9.279 0.517 -18.034  -0.50
O6 -11.391 -0.282 -18.017  0.69
C6 -11.940 0.875 -18.743  -0.73
H7 -8.214 -1.253 -16.048  0.62
H8 -7.897 -1.655 -17.733  0.29
H9 -8.403 -2.819 -16.445  -0.48
H10 -13.015 0.695 -18.763  0.14
H11 -11.508 0.850 -19.744  0.30
H12 -11.697 1.839 -18.297  0.16
C7 -6.693 3.331 -17.316  -0.68
O7 -6.906 4.232 -16.249  -0.22
C8 -5.903 4.584 -15.429  0.65
O8 -4.774 4.082 -15.429  -0.58
O9 -6.308 5.418 -14.394  -0.34
C9 -7.673 5.753 -14.254  -0.45
H13 -7.450 2.551 -17.229  0.10
H14 -5.718 2.844 -17.326  0.41
H15 -6.768 3.751 -18.320  0.34
H16 -8.244 4.826 -14.305  0.19
H17 -7.942 6.484 -15.017  0.18
H18 -8.099 6.150 -13.333  0.36
C10 -10.926 -1.976 -20.514  -0.69
O10 -10.909 -3.145 -19.657  -0.20
C11 -9.720 -3.622 -19.355  0.78
O11 -8.589 -3.095 -19.468  -0.61
O12 -9.950 -4.869 -18.895  -0.35
C12 -8.885 -5.706 -18.393  -0.41
H19 -11.898 -1.484 -20.485  0.28
H20 -10.556 -2.287 -21.491  0.50
H21 -10.202 -1.178 -20.346  0.08
H22 -8.196 -4.989 -17.947  0.20
H23 -8.400 -6.376 -19.103  0.35
H24 -9.320 -6.217 -17.534  0.08
C13 -12.054 0.649 -14.596  -0.26
O13 -12.881 -0.482 -14.712  -0.35
C14 -13.703 -0.521 -15.762  0.88
O14 -14.120 0.435 -16.435  -0.58
O15 -13.921 -1.800 -16.076  -0.25
C15 -14.585 -2.103 -17.209  -0.65
H25 -11.468 0.703 -15.513  -0.23
H26 -11.387 0.641 -13.734  0.36
H27 -12.589 1.596 -14.668  0.35
H28 -15.119 -3.052 -17.150  0.29
H29 -13.920 -2.346 -18.038  0.12
H30 -15.389 -1.385 -17.371  0.36
C16 -10.807 4.607 -16.937  -0.45
O16 -10.510 5.677 -16.072  -0.27
C17 -10.539 6.990 -16.549  0.69
O17 -10.557 7.329 -17.722  -0.56
O18 -10.698 7.845 -15.573  -0.33
C18 -10.956 9.208 -15.769  -0.68
H31 -11.700 4.745 -17.546  0.27
H32 -10.843 3.696 -16.340  0.18
H33 -9.996 4.424 -17.642  0.27
H34 -11.992 9.316 -16.092  0.29
H35 -10.275 9.680 -16.477  0.32
H36 -10.767 9.685 -14.807  0.24
C19 -6.804 -0.132 -20.280  -0.33
O19 -5.538 0.068 -21.047  -0.33
C20 -5.366 1.213 -21.595  0.82
O20 -6.185 2.164 -21.706  -0.61
O21 -4.116 1.265 -22.068  -0.38
C21 -3.549 2.390 -22.734  -0.62
H37 -7.020 -1.192 -20.149  0.31
H38 -7.747 0.134 -20.758  0.08
H39 -6.776 0.365 -19.310  0.24
H40 -2.710 1.992 -23.305  0.21
H41 -3.113 3.024 -21.962  0.27
H42 -4.355 2.812 -23.335  0.32
C22 -19.793 3.015 -21.438  -0.70
O22 -18.474 2.887 -21.038  -0.30
C23 -18.117 2.398 -19.868  0.58
O23 -18.866 1.937 -19.019  -0.60
O24 -16.822 2.539 -19.714  -0.04
C24 -16.280 2.139 -18.498  -0.54
H43 -20.473 3.420 -20.689  0.32
H44 -20.264 2.096 -21.787  0.29
H45 -19.699 3.721 -22.263  0.24
H46 -16.217 1.051 -18.513  0.21
H47 -16.918 2.544 -17.713  0.39
H48 -15.285 2.530 -18.284  0.23
C25 -9.578 2.676 -21.773  0.19
O25 -10.277 2.563 -23.040  -0.40
C26 -11.342 1.734 -23.146  0.84
O26 -11.729 0.972 -22.252  -0.52
O27 -11.881 1.932 -24.323  -0.37
C27 -12.849 1.070 -24.877  -0.65
H49 -8.554 3.050 -21.781  0.26
H50 -9.628 1.672 -21.351  -0.21
H51 -10.168 3.299 -21.100  0.09
H52 -13.782 1.216 -24.331  0.27
H53 -12.543 0.042 -24.686  0.31
H54 -13.016 1.222 -25.944  0.23
C28 -8.080 -7.469 -14.073  -0.44
O28 -7.292 -6.350 -13.833  -0.34
C29 -7.071 -5.351 -14.676  0.69
O29 -7.791 -5.090 -15.680  -0.54
O30 -6.036 -4.651 -14.166  -0.34
C30 -5.657 -3.426 -14.750  -0.12
H55 -7.708 -8.080 -14.895  0.34
H56 -9.137 -7.213 -14.141  0.07
H57 -7.808 -7.999 -13.161  0.27
H58 -4.882 -3.521 -15.511  0.28
H59 -5.271 -2.757 -13.980  0.32
H60 -6.494 -2.887 -15.192  -0.22
C31 -14.004 5.715 -21.691  -0.62
C32 -14.358 4.295 -21.287  0.13
C33 -13.562 3.953 -20.094  0.36
O31 -12.796 5.169 -19.841  -0.32
C34 -13.407 6.278 -20.435  -0.61
H61 -14.888 6.255 -22.032  0.35
H62 -13.289 5.720 -22.513  0.24
H63 -14.110 3.600 -22.090  0.03
H64 -15.414 4.143 -21.062  0.00
H65 -12.942 3.079 -20.290  -0.26
H66 -14.271 3.724 -19.298  -0.07
H67 -12.784 7.141 -20.669  0.36
H68 -14.087 6.817 -19.774  0.30